[1]
The following is a quantum chemistry calculation of a structure of composition C46H42GaO3PS2 at a distorted geometry, from the OMol25 dataset.

- gap between HOMO and LUMO (eV) = 7.40
- net charge = +2
- electronic energy (Eh) = -5065.87801
- HOMO (eV) = -12.73
- 2S+1 = 1
- LUMO energy (eV) = -5.34

Element x y z (Å)
Ga1 0.626 0.296 -0.738
C1 -0.424 -1.574 5.816
C2 -0.242 -2.343 4.677
C3 -0.011 -1.729 3.459
C4 0.037 -0.341 3.386
C5 -0.179 0.433 4.523
C6 -0.405 -0.190 5.737
P1 0.532 0.422 1.811
C7 -0.129 2.115 1.899
C8 0.642 3.252 1.684
C9 0.038 4.499 1.657
C10 -1.329 4.621 1.835
C11 -2.101 3.490 2.058
C12 -1.507 2.242 2.080
C13 2.325 0.582 1.999
C14 2.938 0.424 3.221
C15 4.317 0.606 3.369
C16 5.081 0.959 2.291
C17 4.505 1.079 1.007
C18 5.285 1.432 -0.114
C19 4.722 1.529 -1.355
C20 3.365 1.214 -1.534
C21 2.578 0.871 -0.468
C22 3.108 0.847 0.839
H1 -0.579 -2.052 6.769
H2 -0.268 -3.419 4.741
H3 0.154 -2.321 2.567
H4 -0.146 1.513 4.458
H5 -0.550 0.409 6.623
H6 1.713 3.163 1.550
H7 0.639 5.385 1.511
H8 -1.792 5.594 1.797
H9 -3.164 3.586 2.224
H10 -2.104 1.353 2.248
H11 2.352 0.160 4.090
H12 4.762 0.489 4.345
H13 6.138 1.148 2.406
H14 6.340 1.610 0.031
H15 5.315 1.813 -2.212
H16 2.953 1.221 -2.534
O1 0.680 -0.300 -2.674
S1 1.025 -1.271 -3.814
C23 -0.587 -1.930 -4.409
C24 -1.558 -2.310 -3.300
C25 -2.505 -1.150 -2.986
C26 -3.369 -1.433 -1.774
S2 -2.427 -1.217 -0.181
O2 -1.024 -0.813 -0.621
C27 -2.258 -2.962 0.265
C28 -1.024 -3.586 0.250
C29 -0.925 -4.902 0.674
C30 -2.054 -5.572 1.118
C31 -3.288 -4.940 1.128
C32 -3.395 -3.625 0.707
C33 1.715 -2.677 -2.907
C34 1.265 -3.986 -2.956
C35 1.907 -4.950 -2.192
C36 2.998 -4.618 -1.406
C37 3.468 -3.314 -1.389
C38 2.832 -2.346 -2.146
H17 -0.334 -2.755 -5.071
H18 -1.002 -1.130 -5.022
H19 -0.999 -2.582 -2.403
H20 -2.148 -3.178 -3.605
H21 -3.158 -0.970 -3.843
H22 -1.923 -0.241 -2.815
H23 -3.758 -2.449 -1.792
H24 -4.198 -0.728 -1.720
H25 -0.143 -3.051 -0.088
H26 0.035 -5.393 0.669
H27 -1.971 -6.590 1.461
H28 -4.165 -5.464 1.474
H29 -4.348 -3.118 0.725
H30 0.431 -4.282 -3.573
H31 1.560 -5.971 -2.231
H32 3.494 -5.377 -0.822
H33 4.340 -3.053 -0.809
H34 3.208 -1.333 -2.157
C39 0.458 3.296 -2.724
C40 -0.619 2.945 -1.759
O3 -0.583 1.859 -1.145
C41 -1.740 3.849 -1.562
C42 -2.909 3.363 -0.955
C43 -4.014 4.176 -0.810
C44 -3.969 5.493 -1.247
C45 -2.806 5.997 -1.816
C46 -1.700 5.188 -1.981
H35 0.935 2.375 -3.058
H36 1.207 3.908 -2.219
H37 0.072 3.854 -3.573
H38 -2.938 2.332 -0.630
H39 -4.916 3.792 -0.357
H40 -4.837 6.126 -1.134
H41 -2.771 7.026 -2.135
H42 -0.801 5.600 -2.410

Force components x, y, z for each atom (eV/Å):
0.148 0.485 -0.154
-0.039 0.010 0.003
0.034 -0.074 0.049
0.020 0.067 -0.081
-0.270 -0.105 -0.515
0.022 0.024 -0.158
0.028 0.043 0.026
0.552 0.454 0.462
-0.071 -0.044 -0.062
0.102 -0.213 0.041
-0.022 0.127 -0.041
0.039 -0.051 0.037
-0.012 0.017 0.124
0.075 -0.058 -0.037
0.032 -0.186 0.244
-0.302 0.072 -0.231
0.333 0.090 -0.144
-0.109 -0.053 0.210
-0.327 -0.031 0.018
0.004 -0.015 -0.130
0.189 0.017 -0.029
-0.132 -0.049 0.019
-1.530 -0.302 -0.386
0.495 0.030 0.220
-0.055 -0.080 0.112
-0.005 -0.125 0.013
-0.012 -0.060 0.009
-0.011 0.028 0.044
-0.028 0.021 0.086
0.056 0.020 0.012
0.077 0.059 -0.036
-0.073 0.138 0.051
-0.086 -0.004 -0.008
-0.090 0.011 0.049
-0.022 0.047 0.060
0.082 -0.002 0.070
0.120 -0.003 0.011
0.095 0.075 -0.025
0.104 0.019 -0.030
-0.002 -0.006 -0.109
-0.100 0.434 -0.017
-0.405 -0.677 0.565
0.437 0.089 0.247
0.010 0.246 0.166
0.299 -0.090 0.124
-0.033 0.345 0.147
0.161 -0.712 -0.433
0.133 -0.222 -0.295
-0.051 0.268 0.160
0.227 0.314 -0.147
-0.120 0.013 0.038
0.064 -0.015 -0.028
-0.004 0.062 -0.020
0.055 0.152 -0.066
0.036 0.197 -0.290
-0.172 -0.030 -0.072
-0.004 -0.031 -0.056
-0.025 0.049 0.002
-0.060 0.024 -0.036
0.042 0.193 -0.030
0.134 -0.033 -0.073
0.170 0.055 -0.119
-0.115 -0.099 -0.039
0.098 -0.042 -0.004
-0.047 0.029 0.051
-0.068 -0.006 -0.088
-0.060 -0.034 0.155
-0.023 -0.017 0.097
-0.011 0.000 0.001
0.096 -0.054 -0.012
-0.008 -0.141 0.035
-0.088 -0.046 0.033
-0.179 0.024 0.062
-0.113 0.010 -0.064
-0.056 -0.097 -0.003
0.055 -0.097 0.048
0.060 0.039 0.059
0.051 0.058 0.072
0.172 -0.244 -0.007
0.244 -0.071 -0.097
-0.072 -0.256 0.136
-0.585 0.078 0.217
0.192 -0.059 -0.245
-0.049 -0.008 0.004
0.166 -0.082 0.042
-0.082 0.102 0.044
0.041 -0.342 0.070
0.042 0.101 -0.028
0.065 0.052 0.049
0.010 0.017 -0.020
0.012 -0.002 0.029
-0.060 -0.054 0.021
-0.034 0.055 -0.016
0.036 0.113 -0.045
0.105 0.050 -0.117

---

[2]
The following is a quantum chemistry calculation of an isolated molecule of C46H42N2O at a distorted geometry, from the OMol25 dataset.

- gap between HOMO and LUMO (eV) = 3.33
- electronic energy (Eh) = -1962.63890
- HOMO (eV) = -5.93
- 2S+1 = 1
- LUMO energy (eV) = -2.60

Element x y z (Å)
C1 6.510 -0.988 2.138
C2 5.095 -0.526 2.237
C3 4.099 -1.044 1.415
C4 2.778 -0.629 1.490
C5 1.800 -1.168 0.475
C6 2.445 0.301 2.484
N1 1.147 0.801 2.537
C7 -0.051 0.020 2.567
N2 -1.044 1.083 2.577
C8 -2.420 0.894 2.476
C9 -3.106 0.210 3.609
C10 -2.463 -0.067 4.827
C11 -4.461 -0.142 3.389
C12 -5.153 0.355 2.308
C13 -6.620 0.096 2.230
C14 -4.521 1.171 1.376
C15 -3.148 1.459 1.422
C16 -2.617 2.361 0.338
C17 -0.472 2.328 2.467
C18 0.860 2.150 2.449
C19 3.420 0.832 3.379
C20 3.091 1.779 4.499
C21 4.749 0.432 3.184
H1 7.128 -0.438 2.852
H2 6.607 -2.055 2.379
H3 6.945 -0.852 1.139
H4 4.348 -1.792 0.677
H5 1.096 -1.873 0.925
H6 1.252 -0.378 -0.064
H7 2.351 -1.744 -0.276
H8 -2.970 -0.616 5.648
H9 -0.146 -0.575 1.634
H10 -1.472 0.376 4.989
H11 -4.962 -0.771 4.116
H12 -7.088 0.671 1.428
H13 -6.826 -0.967 2.037
H14 -7.119 0.352 3.176
H15 -5.087 1.597 0.579
H16 -3.445 2.556 -0.355
H17 -2.289 3.352 0.698
H18 -1.806 1.924 -0.275
H19 -1.066 3.201 2.321
H20 1.622 2.873 2.192
H21 3.917 1.764 5.227
H22 2.984 2.820 4.149
H23 2.168 1.492 5.026
H24 5.490 0.870 3.837
C22 5.088 -2.223 9.054
C23 3.752 -1.838 8.909
C24 3.147 -1.865 7.653
C25 3.852 -2.321 6.517
C26 3.194 -2.537 5.214
C27 2.002 -1.910 4.859
C28 1.213 -2.292 3.760
C29 -0.089 -1.522 3.487
C30 -1.171 -2.571 3.183
C31 -1.228 -3.859 3.787
C32 -2.237 -4.786 3.443
C33 -3.207 -4.416 2.514
C34 -3.220 -3.132 1.985
C35 -2.180 -2.253 2.289
C36 1.628 -3.422 2.993
C37 2.810 -4.130 3.280
C38 3.148 -5.427 2.679
C39 2.189 -6.292 2.080
C40 2.600 -7.534 1.558
C41 3.962 -7.908 1.618
C42 4.914 -7.049 2.162
C43 4.493 -5.837 2.662
C44 3.744 -3.553 4.275
O1 4.978 -3.833 4.326
C45 5.218 -2.638 6.680
C46 5.838 -2.597 7.923
H25 5.566 -2.232 10.038
H26 3.152 -1.545 9.778
H27 2.112 -1.576 7.523
H28 1.735 -1.019 5.459
H29 -0.405 -1.014 4.454
H30 -0.480 -4.178 4.513
H31 -2.238 -5.787 3.907
H32 -3.990 -5.114 2.244
H33 -4.011 -2.807 1.317
H34 -2.132 -1.238 1.878
H35 1.045 -3.707 2.096
H36 1.119 -6.020 2.069
H37 1.876 -8.212 1.084
H38 4.321 -8.838 1.205
H39 5.980 -7.252 2.206
H40 5.197 -5.164 3.114
H41 5.802 -2.957 5.813
H42 6.895 -2.874 8.024

Force components x, y, z for each atom (eV/Å):
0.619 -0.280 -0.018
-0.189 0.132 0.071
0.036 0.032 0.157
0.293 0.150 0.116
0.150 -0.069 -0.287
1.599 0.059 0.381
-0.775 0.686 0.551
0.050 -1.478 -1.495
-1.536 -1.093 0.401
0.146 -0.223 1.628
1.317 -0.191 0.076
-0.222 0.699 -0.848
-0.200 0.221 -0.494
-0.206 -0.522 1.333
-0.691 -0.333 -0.145
1.653 0.323 0.136
-1.310 0.154 0.128
0.154 0.158 -0.612
0.582 -0.330 -0.238
0.295 -0.553 -0.609
-0.055 -0.680 -1.111
0.066 0.208 0.210
-0.951 0.036 0.132
0.012 -0.083 -0.114
-0.166 0.190 0.010
-0.212 0.057 0.144
0.145 -0.098 -0.076
-0.032 0.130 -0.068
0.115 -0.178 0.285
-0.073 0.140 0.104
0.452 0.484 -0.771
-0.318 0.807 0.079
-0.711 -0.152 0.262
-0.008 0.054 0.014
0.013 -0.042 0.092
0.040 0.232 0.028
0.152 -0.037 -0.299
-0.378 0.141 -0.467
0.248 -0.031 0.106
-0.068 -0.499 -0.085
-0.205 0.131 0.506
-0.065 0.222 0.313
0.031 -0.180 0.478
-0.345 0.012 -0.199
-0.029 -0.350 0.174
0.237 0.114 -0.198
0.216 -0.142 0.035
0.315 -0.042 -0.159
0.028 -0.011 -0.073
0.416 -0.314 -0.458
0.668 0.253 0.268
-0.944 -0.476 -0.856
1.003 0.289 0.622
-0.591 1.204 -0.776
1.042 -0.392 2.936
-0.409 0.053 -0.698
-0.248 -0.090 -0.199
0.814 0.698 0.220
-0.353 0.117 0.179
0.388 -0.036 -0.130
-0.037 0.270 -0.195
0.671 -0.237 0.099
-0.868 1.021 0.474
-0.050 -0.603 -1.033
0.297 -0.185 0.228
0.491 0.336 0.119
-0.207 0.260 -0.151
-0.748 0.067 -0.129
-0.164 0.201 0.157
0.876 0.659 0.328
-1.736 0.209 -0.182
0.472 -0.014 -0.048
-0.620 0.229 0.618
-0.251 0.054 -0.286
0.334 -0.067 -0.301
-0.070 -0.103 0.228
-0.232 -0.594 -0.318
0.318 -0.744 -0.662
-0.069 0.282 -0.201
0.008 0.693 -0.326
0.020 0.006 -0.002
0.087 -0.133 -0.005
-0.395 -0.716 -0.273
0.216 -0.071 0.783
0.646 -0.152 0.005
0.329 0.381 0.329
-0.290 -0.296 -0.107
-0.237 -0.352 -0.147
0.134 -0.102 -0.193
-0.428 0.276 0.543
-0.506 0.144 -0.048